Record 1
The following is a DFT calculation (wB97M-V/def2-TZVPD) of 4 unconnected molecules or ions with the total composition C38H87N4O6PS2 at a distorted geometry.

The geometry in XYZ format:
```
138
Properties=species:S:1:pos:R:3:forces:R:3:mulliken_charge:R:1
C -1.285 -1.959 -0.439 -0.49 0.11 -0.24 -0.95
C -1.903 -0.646 -0.964 0.26 -0.23 -0.13 -0.60
C -3.370 -0.471 -0.572 0.20 0.71 0.33 -0.32
C -3.866 0.990 -0.711 0.19 -0.44 -0.43 -0.86
C -4.913 1.279 -1.817 0.27 0.50 0.43 -0.79
C -6.068 2.166 -1.300 -0.11 -0.08 -0.57 -1.01
C -7.470 1.552 -1.121 0.28 0.31 0.24 -0.76
C -7.581 0.058 -0.872 -0.28 -0.20 -0.71 0.39
N -8.979 -0.251 -0.520 0.83 -0.33 1.36 0.34
C -9.324 -1.694 -0.535 -0.79 0.20 -0.34 -0.25
C -10.160 -2.051 -1.776 0.08 -0.26 -0.12 -1.19
C -9.671 -3.192 -2.668 0.14 0.16 -0.13 -0.88
C -8.229 -3.119 -3.173 -0.17 -0.19 -0.04 0.06
C -7.755 -4.488 -3.710 0.72 0.73 0.04 -0.93
C -6.737 -5.148 -2.773 -0.75 -0.18 0.08 -0.16
C -6.499 -6.638 -3.062 1.04 0.36 0.06 -0.57
C -5.276 -6.848 -3.970 -0.38 0.39 0.10 -1.24
C -9.368 0.355 0.720 0.01 -0.01 -0.53 -0.11
S -10.790 1.110 0.835 -0.12 0.02 0.14 -0.17
S -8.247 0.428 2.119 -0.27 0.05 0.10 -0.12
C -7.766 -1.302 2.461 0.55 0.20 -0.08 -0.80
C -6.311 -1.662 2.098 -0.23 -0.26 -0.08 -0.24
C -6.191 -3.071 1.477 0.64 -0.10 0.36 -0.66
P -5.435 -4.234 2.716 -0.65 0.07 0.52 -0.11
H -0.563 -1.777 0.349 0.03 -0.05 0.09 0.04
H -0.782 -2.525 -1.220 0.07 0.00 -0.02 0.32
H -2.088 -2.583 -0.043 0.08 -0.18 0.06 0.38
H -1.326 0.188 -0.560 -0.07 0.12 0.01 0.34
H -1.800 -0.578 -2.050 -0.02 0.01 -0.03 0.30
H -4.009 -1.135 -1.154 -0.03 -0.23 0.08 0.19
H -3.429 -0.739 0.485 -0.24 -0.25 -0.01 0.23
H -2.984 1.596 -0.928 -0.01 0.15 0.10 0.43
H -4.232 1.346 0.250 -0.16 -0.06 0.07 0.45
H -4.400 1.854 -2.587 -0.04 -0.13 -0.19 0.49
H -5.254 0.366 -2.305 -0.14 -0.11 0.13 0.40
H -6.201 2.988 -2.006 0.02 0.09 0.05 0.32
H -5.751 2.640 -0.373 0.03 -0.06 0.15 0.53
H -7.926 2.089 -0.289 -0.15 -0.04 0.01 0.32
H -8.081 1.787 -1.991 -0.09 -0.11 -0.07 0.36
H -6.862 -0.335 -0.150 0.02 0.15 0.13 -0.59
H -7.379 -0.458 -1.816 -0.05 -0.10 0.06 0.40
H -8.453 -2.342 -0.415 0.23 0.14 -0.11 -0.22
H -9.968 -1.879 0.323 0.10 -0.03 0.15 0.76
H -10.288 -1.151 -2.375 0.09 0.11 0.02 0.43
H -11.157 -2.333 -1.434 -0.12 0.13 -0.06 0.29
H -9.839 -4.165 -2.199 0.03 0.01 0.19 0.43
H -10.307 -3.166 -3.555 -0.12 -0.27 0.01 0.32
H -8.178 -2.363 -3.959 0.05 0.07 0.00 0.47
H -7.537 -2.794 -2.392 -0.03 0.02 0.10 -0.16
H -8.605 -5.146 -3.873 -0.07 -0.05 -0.12 0.43
H -7.246 -4.298 -4.658 -0.21 -0.33 -0.22 0.30
H -7.094 -5.034 -1.743 -0.06 -0.01 0.00 0.13
H -5.806 -4.582 -2.831 0.14 -0.06 0.05 0.27
H -7.377 -7.087 -3.520 -0.16 -0.11 0.16 0.32
H -6.276 -7.128 -2.112 -0.26 -0.22 -0.01 0.33
H -5.483 -6.440 -4.960 0.09 -0.18 -0.13 0.30
H -4.434 -6.281 -3.570 0.11 -0.10 0.04 0.32
H -4.986 -7.893 -4.039 -0.04 -0.05 -0.15 0.38
H -7.909 -1.400 3.535 -0.12 -0.02 0.02 0.52
H -8.461 -1.983 1.984 -0.18 0.06 -0.09 0.30
H -5.892 -0.915 1.429 0.00 -0.01 -0.07 -0.41
H -5.700 -1.619 3.002 0.01 0.12 0.06 0.87
H -7.165 -3.496 1.247 -0.10 0.06 -0.21 0.37
H -5.570 -3.067 0.585 -0.17 0.09 -0.20 0.27
H -4.120 -3.723 2.729 0.11 -0.19 -0.35 0.02
H -5.280 -5.371 1.893 0.37 0.09 -0.11 0.01
C 6.464 -2.329 -1.450 -0.02 -0.03 0.11 -0.69
O 6.393 -1.830 -0.131 -0.04 0.01 -0.15 -0.37
C 6.477 -0.410 -0.034 0.09 0.04 0.18 -0.79
C 5.166 0.189 0.420 -0.18 -0.08 -0.07 0.41
N 4.141 0.077 -0.611 0.01 -0.09 0.14 -0.25
C 2.800 0.443 -0.170 0.08 -0.02 -0.20 -0.41
C 2.148 -0.386 0.931 -0.17 0.15 0.07 -0.64
O 1.833 -1.714 0.552 0.19 -0.02 0.04 -0.40
C 2.883 -2.654 0.685 -0.17 -0.08 -0.07 -0.67
H 6.548 -3.413 -1.385 0.00 0.00 0.03 0.25
H 5.567 -2.086 -2.031 0.05 0.05 -0.05 0.29
H 7.341 -1.941 -1.976 -0.01 0.01 -0.04 0.33
H 6.794 0.031 -0.983 -0.07 0.00 -0.04 0.33
H 7.241 -0.183 0.714 0.02 0.01 -0.02 0.31
H 5.326 1.246 0.645 -0.04 0.01 0.00 -0.16
H 4.872 -0.314 1.351 0.11 0.05 0.07 0.22
H 4.122 -0.875 -0.953 0.00 -0.02 -0.02 0.18
H 2.147 0.396 -1.046 -0.04 0.03 0.03 0.44
H 2.819 1.490 0.153 0.01 0.00 0.05 -0.02
H 1.190 0.088 1.167 0.00 -0.02 0.00 0.50
H 2.731 -0.383 1.859 0.10 -0.04 -0.05 0.25
H 3.546 -2.408 1.517 0.05 0.04 -0.01 0.30
H 3.470 -2.739 -0.233 0.10 0.03 0.05 0.22
H 2.429 -3.627 0.876 -0.02 0.02 0.02 0.32
C 9.125 -1.449 4.930 -0.06 0.03 0.08 -0.62
O 9.065 -0.384 5.859 0.01 -0.05 -0.15 -0.34
C 10.000 0.661 5.620 0.03 0.07 0.20 -0.76
C 9.300 1.931 5.186 -0.12 -0.06 -0.13 -0.23
N 8.732 1.790 3.852 -0.09 0.03 0.13 -0.23
C 7.857 2.884 3.441 0.08 -0.18 -0.10 -0.62
C 6.570 3.115 4.225 -0.05 0.21 -0.07 -0.63
O 5.613 2.082 4.083 0.04 -0.04 0.04 -0.40
C 5.754 0.984 4.966 -0.12 -0.02 -0.12 -0.59
H 8.484 -2.245 5.306 -0.01 0.02 0.03 0.24
H 8.765 -1.153 3.939 0.07 -0.02 -0.04 0.21
H 10.144 -1.836 4.836 0.01 -0.01 -0.03 0.35
H 10.745 0.356 4.881 -0.04 0.00 -0.07 0.41
H 10.519 0.853 6.563 0.01 -0.02 -0.01 0.40
H 10.025 2.750 5.178 -0.01 0.02 0.00 0.35
H 8.539 2.163 5.944 0.06 0.04 0.08 0.20
H 8.209 0.925 3.809 0.01 -0.03 -0.02 -0.01
H 7.572 2.689 2.404 0.03 0.04 -0.02 0.19
H 8.439 3.811 3.441 -0.01 0.02 0.04 0.42
H 6.096 4.010 3.810 -0.01 0.00 0.01 0.42
H 6.755 3.325 5.285 0.04 -0.12 0.03 0.44
H 6.166 1.290 5.931 0.06 0.00 0.00 0.33
H 6.382 0.197 4.539 0.07 0.00 0.08 0.16
H 4.762 0.563 5.129 -0.01 0.04 -0.01 0.30
C 3.788 5.747 -4.530 0.11 0.00 0.00 -0.70
O 4.881 6.349 -3.865 -0.14 -0.08 0.00 -0.34
C 4.520 7.165 -2.756 0.15 0.14 0.00 -0.78
C 4.973 6.546 -1.452 -0.05 -0.19 -0.02 -0.19
N 4.206 5.347 -1.139 0.15 0.01 -0.03 -0.32
C 4.720 4.571 -0.014 -0.18 -0.03 -0.09 -0.59
C 6.107 3.951 -0.139 0.06 -0.04 0.22 0.47
O 6.198 2.911 -1.090 0.06 0.02 -0.11 -0.20
C 6.433 3.305 -2.428 -0.04 -0.15 0.03 -0.76
H 4.174 5.286 -5.438 0.03 0.01 0.01 0.24
H 3.314 4.968 -3.922 -0.07 0.04 0.00 0.29
H 3.034 6.489 -4.807 -0.03 -0.01 0.01 0.35
H 3.442 7.351 -2.744 -0.03 -0.07 0.02 0.41
H 5.027 8.125 -2.882 -0.02 0.00 -0.01 0.40
H 4.834 7.274 -0.647 0.01 0.00 0.02 0.35
H 6.050 6.345 -1.539 0.04 0.10 0.01 0.20
H 4.180 4.751 -1.956 -0.02 -0.01 -0.02 0.11
H 4.012 3.757 0.163 0.02 -0.01 0.05 0.05
H 4.702 5.204 0.880 0.04 0.02 0.00 0.43
H 6.336 3.477 0.820 -0.03 0.05 0.02 -0.76
H 6.890 4.701 -0.307 -0.04 0.03 -0.12 0.52
H 7.037 4.214 -2.485 -0.03 0.05 0.00 0.34
H 5.497 3.455 -2.975 0.02 0.10 -0.02 0.26
H 6.973 2.496 -2.920 0.01 0.00 0.04 0.26
```
Forces are in eV/Å.

Summary:
structure (SMILES) = CCCCCCCCN(CCCCCCCC)C(=S)SCCCP.COCCNCCOC.COCCNCCOC.COCCNCCOC
E_LUMO = -0.12 eV
gap between HOMO and LUMO = 8.09 eV
E_HOMO = -0.3015 hartree

***

Record 2
The following is a DFT calculation (wB97M-V/def2-TZVPD) of a molecular structure, B5CuF12H8 at a distorted geometry.

The geometry in XYZ format:
```
26
Properties=species:S:1:pos:R:3:forces:R:3:lowdin_spin:R:1
Cu 0.030 0.141 -0.098 1.36 -0.34 -1.74 0.85
B 0.226 1.915 -1.947 -0.06 -0.25 -0.19 0.01
H 0.318 1.310 -2.836 0.03 -2.34 -3.47 0.00
H 1.010 1.598 -1.277 3.60 -0.86 2.50 0.00
H 0.330 2.962 -2.188 0.41 4.33 -0.66 0.00
H -0.679 1.763 -1.380 -4.18 -0.66 1.74 0.00
B 1.500 -1.299 -1.166 0.16 0.26 1.06 0.04
H 0.772 -1.775 -0.526 -2.79 -2.19 2.62 0.00
H 0.995 -0.541 -1.743 -1.88 2.93 -2.78 0.03
H 2.204 -0.814 -0.507 2.88 1.79 2.27 0.00
H 2.020 -2.082 -1.696 1.61 -2.78 -2.62 0.01
B -1.650 1.144 1.801 -2.28 5.46 2.41 0.00
F -0.804 1.967 1.114 1.31 1.59 -1.10 0.00
F -1.417 -0.024 1.355 0.58 -6.02 -1.26 0.01
F -1.450 1.364 3.156 0.23 -0.52 1.12 0.00
F -2.989 1.551 1.562 -0.60 -0.10 -0.29 0.00
B 1.983 0.255 2.150 -0.35 -0.37 0.35 0.00
F 1.813 1.043 1.031 -0.76 0.90 -1.17 0.01
F 1.867 1.048 3.283 -0.22 0.27 0.81 0.00
F 1.063 -0.797 2.105 -0.80 -0.03 0.26 0.00
F 3.217 -0.300 2.097 2.34 -0.76 0.27 0.00
B -2.065 -2.113 -0.849 -0.31 -0.39 1.14 0.00
F -1.501 -2.672 0.325 -0.26 -0.13 -0.63 0.00
F -1.832 -2.809 -1.997 0.15 -1.70 -1.01 0.00
F -3.444 -1.965 -0.665 -0.70 -0.11 0.16 0.00
F -1.518 -0.871 -1.104 0.55 2.04 0.24 0.02
```
Forces are in eV/Å.

Summary:
E_LUMO (spin up / spin down) = 7.85 / 7.22 eV
<S²> = 0.751
multiplicity = 2
charge = -3
gap between HOMO and LUMO (spin up / spin down) = 8.01 / 7.35 eV
E_HOMO (spin up / spin down) = -0.0061 / -0.0049 hartree

***

Record 3
The following is a DFT calculation (wB97M-V/def2-TZVPD) of C5H6 in the gas phase at a distorted geometry.

The geometry in XYZ format:
```
11
Properties=species:S:1:pos:R:3:forces:R:3:mulliken_charge:R:1
C -2.023 0.551 1.532 -3.71 1.65 2.97 -0.52
C -0.903 -0.016 1.370 5.84 -4.21 0.20 -0.34
C -0.228 -0.211 0.100 -0.81 0.87 1.37 -0.25
C 0.595 -0.258 -0.758 2.27 0.24 -1.29 0.58
C 1.781 -0.276 -1.686 -3.62 0.15 -1.48 -0.98
H -2.509 0.530 2.635 0.85 0.58 -3.12 0.21
H -2.326 1.036 0.605 -1.20 0.10 0.70 0.28
H -0.208 -0.561 2.148 -1.98 1.18 -0.91 0.21
H 1.270 -0.314 -2.720 1.09 -0.55 1.18 0.26
H 2.236 0.718 -1.762 0.61 -0.58 0.73 0.28
H 2.314 -1.199 -1.464 0.67 0.57 -0.34 0.27
```
Forces are in eV/Å.

Summary:
structure (SMILES) = C=CC#CC
E_LUMO = 1.03 eV
gap between HOMO and LUMO = 10.11 eV
E_HOMO = -0.3338 hartree

***

| no. | DFT total energy (Eh) |
| --- | --- |
| 1 | -3308.013483 |
| 2 | -2968.339018 |
| 3 | -193.987717 |